No. 1
Entry from the OMol25 dataset: a cluster of 2 separate species, C5H13N3O in total in a non-equilibrium geometry (ωB97M-V/def2-TZVPD).

The value obtained for the gap between HOMO and LUMO is 8.2 eV. The calculation puts the HOMO energy at -7.281 eV.

Last column: Mulliken charge in e.
Positions of all 22 atoms, in Å:
O1 1.38660 -1.19424 1.54813  -0.6830
N1 -1.93227 -0.46849 -0.94552  -0.5040
N2 -1.52587 -1.11219 1.30476  -0.6578
N3 -0.42332 1.88252 -0.95605  -0.5408
C1 -0.90635 -0.76878 0.05243  -0.3955
C2 -0.28955 1.24559 0.24385  -0.1649
C3 1.26672 -0.44799 0.56842  1.0979
C4 2.00610 -0.67890 -0.73629  -1.3461
C5 1.03929 1.10799 0.85372  -0.9065
H1 -0.41497 -1.68821 -0.28833  0.4326
H2 1.49623 -0.26370 -1.59791  0.3281
H3 2.98714 -0.19422 -0.68252  0.3731
H4 -2.01827 -0.32523 1.72394  0.2353
H5 -1.11564 1.40429 0.92564  0.4078
H6 -1.32248 1.70596 -1.39772  0.3529
H7 0.33414 1.76556 -1.61507  0.2269
H8 -0.83075 -1.46413 1.95666  0.3321
H9 -1.80144 -1.07211 -1.74911  0.2193
H10 1.79777 1.72926 0.37485  0.3501
H11 -2.88062 -0.62484 -0.61228  0.2103
H12 2.12990 -1.75277 -0.90824  0.3470
H13 1.01766 1.21462 1.93664  0.2853

No. 2
Entry from the OMol25 dataset: a cluster of 2 separate species, C5H13N3O2S in total in a non-equilibrium geometry (ωB97M-V/def2-TZVPD).

The value obtained for the gap between HOMO and LUMO is 10.3 eV. As for the SMILES: N=[S@@](N)(=O)O.C[C@H]1CCC=N1. The calculation puts the HOMO energy at -9.698 eV.

Last column: Mulliken charge in e.
Positions of all 24 atoms, in Å:
S1 -2.00604 -1.47202 -2.01581  0.9887
O1 -3.00610 -2.04769 -2.84046  -0.5419
O2 -1.99674 0.15816 -2.15149  -0.5314
N1 -0.54274 -1.81528 -2.75580  -0.5581
N2 -0.80649 0.94645 0.12200  -0.4730
N3 -1.91047 -1.84510 -0.53577  -0.6326
C1 -1.23967 1.35799 1.22576  -0.2251
C2 1.42298 0.73552 -0.71164  -1.3811
C3 0.94948 0.33356 1.76869  -0.6670
C4 -0.24604 1.10240 2.38779  -0.5405
C5 0.38516 0.20695 0.25528  0.6016
H1 0.16042 -2.18483 -2.07279  0.3248
H2 -1.90976 0.47283 -1.25245  0.4747
H3 -2.07891 2.03894 1.47245  0.3669
H4 0.33073 -0.88329 0.05160  0.0770
H5 1.79105 0.95289 1.51595  0.1744
H6 -0.34615 -0.99918 -3.25250  0.2928
H7 -0.76419 0.45108 3.11606  0.2337
H8 1.34172 -0.65756 1.97821  0.3940
H9 0.02329 1.95822 3.00722  0.3899
H10 2.19088 0.04928 -0.94427  0.3551
H11 1.89255 1.58673 -0.15629  0.3696
H12 0.97532 0.81551 -1.71608  0.2803
H13 -2.94564 -1.94924 -0.13640  0.2273

No. 3
Entry from the OMol25 dataset: an isolated molecule of C5H13N3O3 in a non-equilibrium geometry (ωB97M-V/def2-TZVPD).

The value obtained for the gap between HOMO and LUMO is 9.2 eV. As for the SMILES: CCN(CNCNO)C(=O)O. The calculation puts the HOMO energy at -8.399 eV.

Last column: Mulliken charge in e.
Positions of all 24 atoms, in Å:
O1 1.30127 -2.09103 -0.46296  -0.6216
O2 2.69375 -0.34205 -0.88779  -0.5149
O3 -1.93308 -0.17725 -1.61145  -0.4087
N1 -1.34754 -0.19251 1.17100  -0.0998
N2 -1.75801 -1.36601 -0.88871  -0.3281
N3 1.03575 -0.07336 0.54190  0.3114
C1 0.89134 2.04464 -0.81757  -1.0191
C2 -2.22462 -1.13408 0.45641  -0.6098
C3 0.04571 -0.52746 1.54644  -1.0863
C4 1.63537 -0.97146 -0.26528  0.5937
C5 1.30302 1.32663 0.51889  -0.6094
H1 -2.31602 -2.13490 0.82766  0.3455
H2 1.47474 1.54082 -1.52799  0.3793
H3 0.35554 0.12357 2.52879  0.3186
H4 -3.25636 -0.78975 0.29377  0.3222
H5 2.36562 1.51062 0.75644  0.3624
H6 0.46031 1.65741 1.18910  0.3645
H7 0.05870 -1.55545 1.66583  0.4426
H8 1.31575 2.99255 -0.50059  0.3824
H9 -0.81526 -1.69915 -0.95307  0.3453
H10 -0.16025 2.26561 -0.96334  0.2086
H11 -2.73116 -0.26775 -2.26862  0.3006
H12 -1.57399 0.82210 1.10219  0.2575
H13 3.17942 -0.96173 -1.45103  0.3629

No. 4
Entry from the OMol25 dataset: an isolated molecule of C5H13N3O4S in a non-equilibrium geometry (ωB97M-V/def2-TZVPD).

The value obtained for the gap between HOMO and LUMO is 10.8 eV. As for the SMILES: CCCCC/N=[N+](\[O-])OS(N)(=O)=O. The calculation puts the HOMO energy at -10.398 eV.

Last column: Mulliken charge in e.
Positions of all 26 atoms, in Å:
S1 -3.76811 -0.86688 -0.07403  1.2150
O1 -3.60823 -0.91533 -1.47877  -0.5548
O2 -3.15071 -1.81838 0.77232  -0.5569
O3 -2.26368 2.57211 0.23462  -0.6712
O4 -3.34685 0.66217 0.43009  -0.3841
N1 -2.15029 1.39016 0.07728  1.1639
N2 -1.24365 0.67146 -0.30373  -0.4063
N3 -5.35049 -0.76743 0.31685  -0.5558
C1 0.04238 1.22729 -0.61294  -0.7773
C2 3.42006 -1.68961 0.08069  -1.1514
C3 2.50465 0.64780 -0.34946  -0.5679
C4 1.08646 0.42114 0.16480  -0.4317
C5 3.53040 -0.20453 0.40134  -0.4696
H1 1.02928 0.68872 1.22313  0.2443
H2 2.46777 -2.09810 0.40743  0.3271
H3 -5.82097 -0.01308 -0.15260  0.2957
H4 2.54836 0.40620 -1.41420  0.3214
H5 0.09781 2.29780 -0.38250  0.4358
H6 4.21239 -2.24436 0.57860  0.3522
H7 0.20145 1.08161 -1.68518  0.3469
H8 2.76971 1.70241 -0.23693  0.3292
H9 -5.47720 -0.76035 1.31373  0.2983
H10 3.51318 -1.85042 -0.99308  0.2843
H11 3.40718 -0.04829 1.47682  0.2987
H12 4.53196 0.13891 0.13506  0.3275
H13 0.81710 -0.63104 0.07066  0.2865

No. 5
Entry from the OMol25 dataset: the ion C5H13N4 with charge +1 in a non-equilibrium geometry (ωB97M-V/def2-TZVPD).

Its net charge is +1. The value obtained for the gap between HOMO and LUMO (spin up / spin down) is 7.5 / 8.0 eV. The calculation puts the HOMO energy (spin up / spin down) at -12.812 / -13.181 eV.

Last column: Mulliken charge in e.
Positions of all 22 atoms, in Å:
N1 0.23880 1.23111 -0.00622  -0.7438
N2 2.45862 -1.18837 -1.62391  -0.6626
N3 1.02827 -0.36574 1.47235  -0.0479
N4 2.04903 -1.11153 -0.47389  0.3062
C1 1.86687 -0.06757 0.28048  -0.2049
C2 -0.26537 -0.82332 1.00481  -1.2760
C3 -1.00351 -0.06234 -1.52460  -1.4740
C4 -0.83726 0.34563 -0.06803  1.5866
C5 -2.08039 1.04043 0.59093  -1.4754
H1 -1.47554 0.79257 -2.21109  0.3544
H2 -1.00196 -0.76374 1.86032  0.5206
H3 2.70922 -2.20040 -1.78130  0.3090
H4 -2.85825 0.39381 0.27535  0.4270
H5 1.47046 -0.90898 2.21369  0.3515
H6 -1.77091 -0.85024 -1.67565  0.3879
H7 2.72526 0.75692 0.35263  0.3950
H8 0.19864 1.83353 -0.81410  0.2852
H9 0.89084 0.67745 1.70414  0.4381
H10 -2.03352 2.12849 0.22120  0.3382
H11 -0.25385 -1.73659 0.50489  0.4262
H12 -0.07923 -0.34507 -2.01678  0.3786
H13 -1.97622 1.22395 1.71478  0.3803

No. 6
Entry from the OMol25 dataset: the ion C5H13N4 with charge +1 in a non-equilibrium geometry (ωB97M-V/def2-TZVPD).

Its net charge is +1. As for the spin multiplicity: 3. The value obtained for the gap between HOMO and LUMO (spin up / spin down) is 6.4 / 8.3 eV. The calculation puts the HOMO energy (spin up / spin down) at -9.502 / -14.239 eV.

Last column: Mulliken charge in e.
Positions of all 22 atoms, in Å:
N1 1.39098 -0.99109 -0.14354  0.0589
N2 -1.80116 -0.63334 -0.19254  -0.3363
N3 1.12282 1.61391 -1.28628  -0.5834
N4 1.01434 -0.72653 -1.48266  -0.6246
C1 0.95529 0.04384 2.09252  -1.5014
C2 0.16569 0.54307 -1.40994  -0.2872
C3 -2.99852 -0.33719 -0.12239  -0.6208
C4 -0.79096 0.26426 0.14452  -0.0139
C5 0.30505 -0.62157 0.88689  -0.2627
H1 -3.28977 0.68756 -0.18373  0.3607
H2 1.61494 -2.03942 -0.08629  0.4064
H3 -3.80908 -1.10624 0.12449  0.2868
H4 -0.25489 -1.44761 1.19284  0.4052
H5 -0.41984 0.53861 -2.32735  0.5061
H6 2.20456 -0.44966 0.02456  0.4103
H7 0.63595 2.49156 -0.91956  0.2703
H8 1.35767 1.79208 -2.23347  0.2923
H9 1.57478 -0.61561 2.61307  0.4388
H10 1.57676 0.85225 1.70767  0.4317
H11 0.37095 -1.43570 -1.79252  0.3311
H12 0.17458 0.40758 2.73030  0.3833
H13 -1.10015 1.16925 0.66341  0.6481

No. 7
Entry from the OMol25 dataset: the ion C5H13N4OS with charge +1 in a non-equilibrium geometry (ωB97M-V/def2-TZVPD).

Its net charge is +1. The value obtained for the gap between HOMO and LUMO (spin up / spin down) is 7.2 / 7.2 eV. The calculation puts the HOMO energy (spin up / spin down) at -12.557 / -12.557 eV.

Last column: Mulliken charge in e.
Positions of all 24 atoms, in Å:
S1 0.43710 2.03647 -0.04495  0.5943
O1 2.05161 2.19347 0.01942  -0.4154
N1 1.14409 -2.12758 -2.25788  -0.4696
N2 0.06050 1.73256 1.38793  -0.1274
N3 0.22539 -0.44087 -0.92575  -0.1503
N4 1.36549 0.19768 -2.83227  -0.4302
C1 -1.26604 -0.05337 2.18003  -0.7687
C2 0.87255 -0.77905 -1.98015  0.4475
C3 -1.14277 1.46611 2.13145  -0.6147
C4 -1.60409 -0.50713 0.74619  -1.1311
C5 -0.35753 -1.28248 0.09364  -0.7243
H1 0.89924 -2.84852 -1.64055  0.2090
H2 -2.34137 -1.18650 0.66295  0.5960
H3 -0.77752 -2.11640 -0.33997  0.4756
H4 0.97363 1.07919 -2.58418  0.1233
H5 -0.79740 2.00321 3.13742  0.2866
H6 -1.83633 0.27997 0.00213  0.4590
H7 -0.45468 -0.49602 2.61671  0.5049
H8 0.57405 -1.44306 0.71797  0.4136
H9 2.40439 2.70833 0.72368  0.3684
H10 2.02552 -2.23185 -2.65486  0.2310
H11 -1.88794 1.96529 1.65641  0.4615
H12 1.37095 0.02354 -3.80974  0.2644
H13 -1.93884 -0.17299 2.99435  0.3966

No. 8
Entry from the OMol25 dataset: the ion C5H13N4S with charge +1 in a non-equilibrium geometry (ωB97M-V/def2-TZVPD).

Its net charge is +1. The value obtained for the gap between HOMO and LUMO is 9.6 eV. The calculation puts the HOMO energy at -13.058 eV.

Last column: Mulliken charge in e.
Positions of all 23 atoms, in Å:
S1 -0.65065 -1.54159 0.12398  -0.2855
N1 -1.55642 0.88755 0.14473  -0.3035
N2 1.83160 -0.47139 -0.15740  0.3890
N3 2.73524 0.55324 -0.36220  -0.6873
N4 -0.18923 1.07211 -0.19729  0.0498
C1 0.49905 -0.31877 -0.05953  0.4039
C2 0.36799 2.20327 0.38619  -0.8277
C3 -2.07392 -0.22418 -0.41450  -0.1464
C4 2.32162 -1.83383 0.10359  -0.8995
C5 -3.48535 -0.68568 -0.11749  -1.0528
H1 2.40940 -2.45654 -0.84386  0.3310
H2 -1.75968 0.98978 1.21855  0.3680
H3 -1.84121 -0.33639 -1.41378  0.4467
H4 2.87655 0.68566 -1.36451  0.2421
H5 -0.10550 3.02806 0.01104  0.3870
H6 1.56929 -2.52038 0.64951  0.3139
H7 0.23534 2.27736 1.45447  0.3695
H8 -4.16563 0.10848 -0.46063  0.3759
H9 3.62993 0.40652 0.08824  0.2641
H10 3.25752 -1.67020 0.63253  0.3268
H11 1.47258 2.27166 0.17413  0.2953
H12 -3.66533 -1.70876 -0.62188  0.3379
H13 -3.71319 -0.71598 1.02610  0.3018

ΔE to the lowest compared entry with this formula, charge and spin: 350.45; 49.38; 0.00; 203.16; 590.36; 220.90; 106.04; 94.35 (kJ/mol)